Below is an isolated ion of composition C17H31ClFIN5O4 and charge +1, with properties calculated with wB97M-V/def2-TZVPD.

The geometry in XYZ format:
```
60
Properties=species:S:1:pos:R:3:forces:R:3
C -1.48386 -5.07860 1.45982 0.627 0.725 -0.020
C -1.68783 -3.85333 0.39457 0.273 -0.512 1.795
C -1.58101 -2.50095 1.30427 0.058 -2.822 -1.085
O -1.62782 -1.38351 0.37759 1.369 1.452 1.053
C -0.62803 -0.39210 0.65276 1.037 1.339 0.046
C -0.58074 0.11307 2.18503 0.409 -0.017 0.096
C -1.87654 0.92424 2.67019 1.486 1.165 1.388
C -1.58130 1.40416 4.20222 -0.097 -0.976 0.226
Cl -3.42836 -0.04983 2.72808 0.934 0.763 -0.474
C 0.78770 -0.78094 -0.06981 -0.435 -1.629 2.590
C 2.13280 -0.55767 0.81189 0.442 0.239 0.808
N 3.24647 -1.51035 0.40461 -0.937 0.246 0.672
N 0.70531 -0.06343 -1.40462 1.868 1.777 1.502
C 1.85494 -0.41044 -2.24555 2.492 -0.932 -2.029
C 1.89517 -2.01424 -2.56417 -1.176 0.814 -0.916
O 0.56405 -2.43366 -3.03089 1.254 0.323 -0.030
C 0.28582 1.24450 -1.01802 -3.046 -2.959 1.946
N 0.60256 2.51160 -1.25831 0.222 -0.217 -0.631
C -0.03331 3.71693 -0.62978 -2.083 0.933 2.101
N 0.93232 4.45551 0.27409 -0.473 -0.871 -1.296
C 1.69696 2.76797 -2.24542 0.694 -0.181 -1.423
C 1.85181 4.26730 -2.75008 2.262 3.834 0.000
O 2.82045 5.01950 -2.58356 -4.187 -3.949 -0.617
F 0.75855 4.80705 -3.53297 1.887 -1.932 1.805
N -0.83967 0.92335 -0.07733 -0.026 1.089 -1.768
C -2.18902 1.15580 -0.65709 -1.870 0.197 0.114
C -2.45823 0.43404 -2.06529 1.697 0.714 -4.023
O -1.91940 0.74847 -3.16197 -1.804 -0.855 5.220
I -3.91609 -1.22253 -2.19886 0.688 0.984 0.362
H -1.80128 -6.09058 1.03530 0.427 1.506 0.682
H -2.00376 -4.86273 2.46979 0.549 -0.461 -1.740
H -0.35266 -5.10121 1.70498 -1.778 -0.224 -0.381
H -0.80545 -3.92229 -0.32871 -1.491 0.334 0.668
H -2.70651 -3.94484 -0.12096 1.628 0.362 0.616
H -2.46325 -2.55779 2.03129 1.362 0.709 -0.969
H -0.57277 -2.60640 1.86177 -1.598 0.520 -0.780
H 0.30507 0.86103 2.24206 -1.538 -1.127 -0.114
H -0.32925 -0.70964 2.94659 -0.570 1.079 -1.212
H -1.99238 1.89970 2.05944 -0.173 -1.946 0.675
H -1.99801 0.59626 4.91966 0.685 1.355 -1.203
H -2.09357 2.39145 4.46668 0.820 -1.400 -0.532
H -0.44550 1.44100 4.39976 -1.777 0.254 -0.401
H 0.71523 -1.92317 -0.07450 0.027 1.558 -1.118
H 2.53824 0.51315 0.76380 -0.647 -1.332 -0.127
H 1.96009 -0.77887 1.93831 -0.517 0.632 -1.854
H 2.82402 -2.44458 0.52352 0.519 0.392 -0.132
H 3.99284 -1.47319 1.13060 -0.753 0.099 -0.768
H 1.85541 0.08032 -3.29624 -0.588 -0.660 1.895
H 2.90476 -0.16328 -1.81315 -1.858 -0.281 -0.269
H 2.59288 -2.14203 -3.45857 -0.391 0.084 1.706
H 2.15922 -2.64243 -1.65205 -0.164 0.958 -1.475
H 0.55694 -2.42955 -4.01252 0.024 0.032 1.000
H -0.51467 4.42589 -1.41076 1.346 -1.300 0.955
H -0.91755 3.44543 0.07013 1.393 -0.439 -1.664
H 1.37423 3.78933 0.92424 -0.548 0.572 -0.223
H 0.37407 5.15794 0.78408 0.633 -0.551 -0.266
H 1.44362 2.13459 -3.18293 0.642 1.166 1.523
H 2.70765 2.45714 -1.78596 -1.605 0.677 -0.888
H -3.00323 0.77089 0.07230 1.630 0.466 -1.093
H -2.44593 2.27603 -0.81199 0.744 -1.775 0.075
```
Positions in Å, forces in eV/Å.

Computed properties:
* net charge: +1
* largest force on an atom: 5.79 eV Å⁻¹
* SMILES string: CCCO[C@@]1(C[C@H](C)Cl)[C@H](CN)N(CCO)C(N(CN)CC(=O)F)=[N+]1CC(=O)I
* energy relative to the best compared isomer or geometry (same formula, charge and spin): 498.2 kJ/mol
* gap between HOMO and LUMO: 8.4 eV

Here are the Löwdin charges for atoms 1 to 6, given in e: atom 1 (C): -0.12, atom 2 (C): -0.19, atom 3 (C): -0.21, atom 4 (O): -0.17, atom 5 (C): -0.34, atom 6 (C): -0.13

=====

Below is a 2-piece molecular cluster, C17H31ClFN2O5S2 overall, with properties calculated with wB97M-V/def2-TZVPD.

The geometry in XYZ format:
```
59
Properties=species:S:1:pos:R:3:forces:R:3
C -0.02178 -0.28957 4.09603 0.001 -0.452 -1.903
C 0.20545 -0.79213 2.76302 -0.149 0.979 1.556
C 0.29213 0.08182 1.42171 -4.380 -1.678 0.511
C -0.75793 1.32062 1.24099 -3.623 5.294 3.103
O -1.18585 1.71904 0.08786 1.525 -2.562 1.395
O -1.20464 2.04651 2.35203 3.153 -4.618 -4.507
C 0.05305 -1.01300 0.24644 1.944 0.475 -1.088
C 1.55410 -1.21084 -0.32352 -0.224 1.414 -0.972
C 2.20351 -2.68218 -0.42490 0.021 -0.008 -0.441
C 2.35740 -3.01782 -2.00792 0.213 -0.355 -0.921
C 0.98334 -3.52522 -2.67949 -0.323 0.087 0.712
Cl 1.20675 -4.05589 -4.45308 -0.027 0.522 1.650
C 2.34924 -0.02351 0.40329 -1.153 -0.641 1.492
S 4.09334 0.29503 -0.14506 4.035 1.188 -4.024
O 4.37652 -0.53498 -1.38218 -1.562 2.121 4.743
O 4.37025 1.75953 -0.33301 -1.320 -4.455 1.625
F 5.07570 -0.37233 1.07256 -2.375 1.298 -2.247
N 1.69139 0.65693 1.33122 0.981 -2.196 -2.595
C 2.05882 1.82903 2.18372 -0.707 1.272 1.390
S 3.69601 1.69476 3.04546 -0.107 0.963 -0.842
C 4.59071 3.27387 2.51578 -0.186 1.238 -1.669
C 6.13598 3.02618 2.14271 0.180 -0.095 -0.358
H -1.03457 0.20258 4.34038 2.481 0.707 -0.573
H 0.81311 -0.42318 4.87415 -2.138 -1.146 -0.601
H 0.30060 -1.94102 2.62954 1.495 2.118 0.204
H -0.35144 -2.03889 0.54712 0.446 1.775 0.076
H -0.52495 -0.61937 -0.66878 0.590 -0.310 1.934
H 1.46934 -0.81261 -1.41128 0.577 -0.636 1.666
H 1.48252 -3.45124 0.05854 1.178 1.361 -0.692
H 3.21689 -2.75650 0.13518 -1.714 0.169 -1.109
H 3.14093 -3.83970 -2.21498 -1.254 1.243 0.609
H 2.72333 -2.09642 -2.61066 -0.557 -1.480 1.246
H 0.15712 -2.72623 -2.71178 1.370 -1.071 0.077
H 0.56197 -4.42363 -2.10555 0.709 1.220 -0.967
H 1.25232 1.88221 3.01804 1.064 -0.285 -1.738
H 1.96157 2.79169 1.57374 0.225 -1.465 0.650
H 4.41463 4.13673 3.25771 0.390 -1.710 -0.856
H 4.06931 3.60908 1.53304 0.760 -0.599 1.716
H 6.27759 2.90485 0.99781 -0.489 0.072 1.989
H 6.48955 2.05114 2.63210 -0.233 1.608 -0.590
H 6.80924 3.92730 2.42522 -1.271 -1.646 -0.124
C -5.02431 1.03286 -0.27805 0.191 0.346 0.357
C -4.63312 1.24172 -1.73458 -0.614 -0.061 0.437
C -5.45014 0.39985 -2.72206 0.694 -0.186 -0.550
O -5.03596 -0.96491 -2.67507 -0.500 0.523 0.074
C -5.77361 -1.77304 -1.75597 0.268 -0.408 0.080
N -3.19973 0.83794 -1.89239 0.123 -0.303 -0.652
H -4.68168 0.07373 0.11592 -0.077 -0.011 -0.129
H -4.57418 1.80803 0.35126 -0.039 -0.115 -0.071
H -6.10745 1.09011 -0.15357 0.113 -0.010 -0.090
H -4.70075 2.30419 -1.98814 0.004 -0.175 -0.041
H -5.22617 0.74727 -3.73665 -0.046 -0.098 0.013
H -6.52841 0.51295 -2.57994 0.144 0.021 0.231
H -6.78483 -1.39736 -1.58483 0.092 0.058 -0.057
H -5.23108 -1.83108 -0.81063 -0.204 -0.028 0.118
H -5.83513 -2.78219 -2.16647 -0.005 0.145 -0.064
H -2.58770 1.19289 -1.14639 0.519 0.329 0.571
H -2.82102 1.13570 -2.79686 -0.031 0.073 0.207
H -3.15724 -0.19132 -1.89875 -0.178 0.187 0.040
```
Positions in Å, forces in eV/Å.

Computed properties:
* net charge: +1
* largest force on an atom: 7.18 eV Å⁻¹
* gap between HOMO and LUMO: 6.0 eV

Here are the Löwdin charges for atoms 1 to 6, given in e: atom 1 (C): 0.05, atom 2 (C): -0.08, atom 3 (C): -0.26, atom 4 (C): -0.44, atom 5 (O): -0.11, atom 6 (O): -0.13